1.
Formula: C28H28N4O2W
Source: the OMol25 dataset
Level of theory: wB97M-V/def2-TZVPD

## Properties
Charge ... +2
E_tot ... -41355.733 eV
Gap between HOMO and LUMO (alpha / beta) ... 0.23551 / 0.12522 Eh
LUMO level (alpha / beta) ... -6.0 / -9.0 eV
HOMO energy (alpha / beta) ... -12.42 / -12.42 eV
Spin multiplicity ... 3
Energy above the lowest of the compared OMol25 structures with the same formula, charge and spin ... 0.0 kJ/mol

Geometry as XYZ:
```
63
Properties=species:S:1:pos:R:3:mulliken_charge:R:1
W -1.663 -2.007 -0.561 1.385
O 0.313 0.697 3.753 -0.519
O -1.805 -2.121 1.482 -0.767
N -1.858 -0.350 -2.070 -0.384
N -0.589 -0.239 1.518 -0.999
N -0.819 -0.371 0.199 0.740
N 2.283 4.221 -0.436 0.048
C -1.568 -2.333 5.708 -0.636
C 3.445 1.473 -0.537 -0.539
C 1.595 3.059 0.084 -0.891
C 3.374 4.767 0.351 -0.920
C -1.870 -4.316 -0.034 -0.444
C -2.026 -3.243 -2.617 -0.490
C 3.954 0.284 -1.026 -0.952
C -3.089 -3.798 -0.487 -0.413
C -1.676 -2.291 4.329 -0.538
C -2.687 0.704 -4.054 -0.949
C -1.056 0.716 -1.877 -0.492
C 2.520 4.250 -1.863 -0.747
C -0.297 0.741 -0.592 0.734
C -1.051 -1.285 3.609 0.511
C 2.071 1.696 -0.412 0.708
C -3.176 -3.183 -1.777 -0.570
C 3.087 -0.727 -1.420 -0.867
C -1.805 1.764 -3.885 -0.596
C -0.190 -0.356 5.758 -0.594
C -2.685 -0.319 -3.137 0.003
C -0.989 1.768 -2.772 -0.411
C -0.290 -0.286 4.340 0.403
C -0.676 -4.007 -0.721 -0.442
C -1.141 -1.223 2.166 0.872
C 1.727 -0.533 -1.284 -0.156
C -0.817 -1.360 6.422 -0.445
C -0.782 -3.534 -2.083 -0.485
C 1.212 0.656 -0.775 0.244
H -3.378 0.667 -4.884 0.445
H 4.126 2.260 -0.247 0.342
H -3.380 -1.135 -3.249 0.385
H -2.252 -3.039 3.804 0.492
H -3.973 -3.868 0.130 0.429
H 1.641 3.876 -2.395 0.105
H -0.312 2.588 -2.570 0.327
H -2.066 -3.123 6.254 0.454
H -1.777 2.580 -4.595 0.498
H 3.382 3.651 -2.189 0.336
H -0.554 1.661 -0.068 0.943
H -1.812 -4.733 0.961 0.345
H 1.054 -1.328 -1.597 0.004
H 0.140 0.661 2.766 0.690
H 0.531 3.192 -0.142 0.269
H 4.326 4.227 0.245 0.327
H -4.138 -2.875 -2.156 0.502
H 5.024 0.148 -1.104 0.449
H 3.100 4.780 1.405 0.330
H -0.751 -1.421 7.499 0.430
H 2.686 5.281 -2.175 0.362
H 0.285 -4.286 -0.317 0.508
H 1.683 3.089 1.173 0.344
H 3.471 -1.654 -1.824 0.448
H 0.387 0.408 6.260 0.484
H 3.552 5.797 0.040 0.365
H -2.080 -2.882 -3.635 0.522
H 0.108 -3.438 -2.690 0.464
```

***

2.
Formula: C28H28N7O2RhS
Source: the OMol25 dataset
Level of theory: wB97M-V/def2-TZVPD

## Properties
Charge ... 0
E_tot ... -57859.255 eV
Gap between HOMO and LUMO ... 0.25909 Eh
LUMO level ... 0.0 eV
HOMO energy ... -7.07 eV
Energy above the lowest of the compared OMol25 structures with the same formula, charge and spin ... 66.5 kJ/mol

Geometry as XYZ:
```
67
Properties=species:S:1:pos:R:3:mulliken_charge:R:1
Rh 0.066 0.525 -0.359 0.265
S 0.046 3.008 -0.501 -0.332
O -0.548 0.261 4.122 -0.746
O 0.198 0.533 1.659 -0.949
N 1.997 0.295 -0.236 -0.138
N 2.444 2.477 -1.479 0.047
N 1.408 4.417 -2.300 -0.611
N 0.515 -1.452 -0.521 0.119
N 2.398 0.076 1.105 -1.094
N -2.103 0.645 -0.415 -0.188
N 0.463 0.329 -2.359 0.420
C -0.030 0.832 -3.481 -0.201
C 3.615 3.796 -3.017 -0.764
C 0.490 0.474 -4.715 -1.052
C 2.492 4.636 -3.008 -0.035
C -5.281 -0.280 0.654 -0.420
C -1.053 -2.504 0.972 -1.578
C 1.797 -1.018 -0.971 0.490
C 1.105 -0.108 5.735 -0.717
C -4.678 0.600 -0.242 0.483
C -3.245 0.627 -0.337 0.120
C -5.443 1.447 -1.038 -0.419
C 2.076 -0.923 -3.577 -1.406
C 3.092 -0.095 3.813 -0.392
C 2.423 -0.292 6.101 -0.292
C 1.767 0.090 3.414 0.135
C 1.374 -3.048 1.241 -1.386
C -6.823 1.407 -0.938 -0.568
C -7.430 0.530 -0.049 -0.350
C 1.554 -0.413 -4.758 -0.300
C 0.139 -3.822 -0.775 -1.918
C 3.529 2.684 -2.232 -0.004
C 1.457 0.252 1.967 0.690
C -6.662 -0.311 0.746 -0.596
C 0.761 0.087 4.397 0.521
C 0.276 -2.674 0.238 1.384
C 1.373 3.324 -1.500 0.522
C 3.428 -0.285 5.139 -0.797
C 1.498 -0.540 -2.384 0.371
H 0.065 0.886 -5.620 0.436
H 4.462 -0.426 5.425 0.401
H 2.670 -0.440 7.145 0.371
H 1.051 -3.900 1.843 0.479
H -4.667 -0.926 1.267 0.484
H -4.954 2.129 -1.722 0.465
H 2.910 -1.612 -3.579 0.494
H 2.302 1.491 -0.990 0.672
H -7.138 -0.990 1.439 0.394
H -7.425 2.062 -1.552 0.390
H -1.834 -2.227 0.259 0.279
H -0.632 -3.579 -1.506 0.333
H 0.310 -0.108 6.469 0.443
H 1.614 -2.224 1.909 0.063
H -0.607 0.429 3.153 0.356
H 4.299 1.926 -2.164 0.447
H 4.484 4.004 -3.621 0.396
H 1.977 -0.706 -5.711 0.457
H 3.851 -0.090 3.042 0.462
H 2.710 -1.626 -0.950 0.661
H -0.977 -1.719 1.725 0.196
H 1.083 -3.972 -1.306 0.382
H 2.293 -3.339 0.725 0.374
H -0.119 -4.761 -0.278 0.474
H -0.843 1.539 -3.373 0.500
H -8.509 0.503 0.027 0.390
H -1.339 -3.436 1.463 0.486
H 2.476 5.527 -3.627 0.402
```